*a*
{
  "formula": "C4H7N3O",
  "method": "ωB97M-V with the def2-TZVPD basis set",
  "symbols": ["C", "C", "C", "C", "H", "H", "H", "H", "H", "H", "H", "N", "N", "N", "O"],
  "xyz": [[-0.577, -2.914, -0.825], [0.769, -2.281, -0.996], [-0.659, 0.664, -0.443], [0.179, 2.593, 2.299], [-1.149, -2.751, -1.919], [-0.617, -4.112, -0.705], [-1.385, -2.495, 0.006], [1.743, -2.926, -1.098], [-1.787, 0.961, -0.408], [0.171, 3.626, 2.792], [0.713, 1.487, 2.927], [1.081, -1.003, -1.058], [-0.243, -0.349, -1.098], [-0.377, 2.485, 1.189], [0.101, 1.237, 0.620]],
  "lowdin_charge": [-0.16, -0.27, -0.19, -0.09, 0.13, 0.09, 0.11, 0.13, 0.15, 0.09, 0.19, 0.04, -0.03, -0.03, -0.17],
  "lumo_ev": 0.926
}

***

*b*
{
  "formula": "C4H7N3O",
  "method": "ωB97M-V with the def2-TZVPD basis set",
  "symbols": ["C", "C", "C", "C", "H", "H", "H", "H", "H", "H", "H", "N", "N", "N", "O"],
  "xyz": [[-1.473, -1.206, -0.480], [0.989, 0.699, 1.505], [1.575, 0.516, 0.359], [0.587, 0.597, -0.776], [-1.065, -1.834, 0.373], [-2.436, -1.710, -0.665], [-0.907, -1.487, -1.421], [-0.756, -0.109, 1.718], [1.344, 0.982, 2.599], [2.682, 0.413, 0.133], [1.632, 0.222, -2.317], [-0.633, 1.025, -0.083], [-0.447, 1.173, 1.429], [0.696, 0.601, -2.063], [-1.788, 0.117, -0.311]],
  "lowdin_charge": [-0.19, -0.18, -0.07, -0.40, 0.09, 0.09, 0.09, 0.23, 0.15, 0.13, 0.06, -0.07, 0.06, 0.14, -0.15],
  "lumo_ev": 0.506
}

***

*c*
{
  "formula": "C4H7N3O",
  "method": "ωB97M-V with the def2-TZVPD basis set",
  "symbols": ["C", "C", "C", "C", "N", "N", "N", "O", "H", "H", "H", "H", "H", "H", "H"],
  "xyz": [[-0.749, -0.110, 0.518], [-0.043, 0.819, -0.149], [0.976, -1.038, -0.513], [2.102, -2.029, -0.760], [-0.173, -1.358, 0.218], [0.954, 0.215, -0.758], [-2.222, 2.722, -0.103], [-2.001, 3.429, 1.104], [-1.710, -0.062, 0.926], [2.976, -1.417, -0.534], [2.201, -2.825, -0.019], [2.250, -2.447, -1.666], [-0.602, -2.115, 0.681], [-2.042, 2.755, 1.773], [-1.918, 3.460, -0.719]],
  "lowdin_charge": [-0.15, -0.05, -0.37, 0.00, 0.10, 0.07, 0.06, -0.12, 0.07, 0.08, 0.08, 0.03, 0.13, 0.06, 0.03],
  "lumo_ev": [0.384, -0.191]
}

***

Q: Which of them is the most stable? A: *c*.

***

*a*
{
  "formula": "C4H7N3O",
  "method": "ωB97M-V with the def2-TZVPD basis set",
  "symbols": ["C", "C", "C", "C", "H", "H", "H", "H", "H", "H", "H", "N", "N", "N", "O"],
  "xyz": [[-1.566, 1.097, 0.181], [0.309, -0.419, 0.020], [1.792, -0.549, -0.254], [2.885, 0.294, 0.009], [-3.524, -1.230, -0.314], [-1.734, -1.446, 0.042], [-1.581, 2.128, 0.512], [0.385, 1.499, -0.636], [2.148, -1.581, -0.174], [3.927, -0.119, 0.197], [2.638, 1.348, 0.222], [-2.568, -0.863, -0.318], [-2.639, 0.456, 0.095], [-0.160, 0.800, -0.038], [-0.312, -1.414, 0.455]],
  "lowdin_charge": [-0.21, -0.48, -0.07, 0.03, 0.08, 0.05, 0.10, 0.18, 0.09, 0.08, 0.05, -0.01, -0.02, 0.11, 0.01],
  "lumo_ev": 0.072,
  "smiles": "C=CC(=O)N/C=N\\N"
}

***

*b*
{
  "formula": "C4H7N3O",
  "method": "ωB97M-V with the def2-TZVPD basis set",
  "symbols": ["C", "C", "C", "C", "H", "H", "H", "H", "H", "H", "H", "N", "N", "N", "O"],
  "xyz": [[1.364, -0.098, -0.222], [0.515, -1.092, 0.032], [-0.744, -0.739, -0.078], [-0.616, 0.640, 0.041], [3.296, -1.012, -0.386], [3.096, 0.244, 1.273], [0.791, -2.163, 0.311], [-2.293, -1.408, 1.055], [-2.322, -1.932, -0.654], [-2.391, 0.992, -0.657], [1.055, 1.941, -0.196], [2.754, -0.089, 0.099], [-2.101, -1.174, -0.013], [0.607, 1.101, -0.250], [-1.646, 1.526, 0.220]],
  "lowdin_charge": [-0.43, -0.09, -0.33, -0.41, 0.15, 0.18, 0.14, 0.15, 0.07, 0.28, 0.12, -0.05, 0.05, 0.19, -0.03],
  "lumo_ev": 0.562
}

***

Q: Which of them is the most stable? A: *a*.

***

*a*
{
  "formula": "C4H7N3O",
  "method": "ωB97M-V with the def2-TZVPD basis set",
  "symbols": ["C", "C", "N", "C", "C", "O", "N", "N", "H", "H", "H", "H", "H", "H", "H"],
  "xyz": [[0.473, 0.637, 0.185], [0.707, 0.964, -1.062], [-1.890, 0.149, -0.128], [-0.467, -1.256, 1.207], [1.011, 1.124, -2.315], [1.548, 0.742, 1.031], [-0.689, 0.005, 0.586], [0.524, -1.603, 1.960], [1.397, 0.039, 1.702], [-2.295, 1.055, 0.117], [-1.722, 0.172, -1.135], [0.326, -2.519, 2.380], [-1.361, -1.898, 1.125], [1.074, 2.111, -2.757], [1.366, 0.278, -2.896]],
  "lowdin_charge": [-0.38, -0.04, 0.07, -0.19, 0.01, 0.05, -0.14, 0.07, 0.06, 0.10, 0.09, 0.06, 0.12, 0.05, 0.06],
  "lumo_ev": 0.854,
  "smiles": "[H]/N=C/N(N)C(O)=C=C"
}

***

*b*
{
  "formula": "C4H7N3O",
  "method": "ωB97M-V with the def2-TZVPD basis set",
  "symbols": ["C", "C", "C", "C", "H", "H", "H", "H", "H", "H", "H", "N", "N", "N", "O"],
  "xyz": [[-0.895, 0.388, 0.634], [-1.727, 1.606, 0.330], [-0.643, 1.195, -0.647], [0.681, -0.574, -0.611], [1.352, -0.794, 2.267], [-1.545, -0.489, 0.515], [-2.791, 1.387, 0.191], [-1.620, 2.587, 0.800], [0.190, 1.877, -0.488], [0.135, 0.269, -2.391], [2.087, -1.887, -0.274], [0.484, -0.039, 0.743], [-0.257, 0.066, -1.478], [1.546, -1.428, -1.002], [0.660, -1.104, 1.664]],
  "lowdin_charge": [-0.22, -0.02, -0.23, -0.42, 0.11, 0.15, 0.11, 0.10, 0.14, 0.13, 0.04, -0.08, 0.08, 0.14, -0.02],
  "lumo_ev": 0.870,
  "smiles": "[H]/N=C1/N[C@H]2C[C@@H]2N1O"
}

***

Q: Which of them is the most stable? A: *a*.

***

*a*
{
  "formula": "C2H5NO3",
  "method": "ωB97M-V with the def2-TZVPD basis set",
  "symbols": ["O", "C", "N", "C", "O", "H", "H", "H", "H", "H", "O"],
  "xyz": [[-2.022, 0.661, 0.142], [-1.452, 1.015, -0.838], [-0.041, 1.177, -0.955], [0.701, 0.626, 0.072], [1.844, 0.235, 0.168], [-2.026, 1.390, -1.700], [0.471, 1.358, -1.814], [0.066, 0.276, 0.896], [0.560, -3.033, 1.383], [1.365, -1.626, 1.384], [0.534, -2.079, 1.262]],
  "lowdin_charge": [0.08, -0.30, 0.11, -0.33, 0.04, 0.13, 0.15, 0.12, 0.04, 0.01, -0.06],
  "lumo_ev": 0.711,
  "smiles": "O=CNC=O.O"
}

***

*b*
{
  "formula": "C2H5NO3",
  "method": "ωB97M-V with the def2-TZVPD basis set",
  "symbols": ["C", "N", "O", "H", "H", "H", "O", "C", "O", "H", "H"],
  "xyz": [[-1.746, 0.033, 0.730], [-1.807, -1.010, -0.158], [-1.110, 1.043, 0.539], [-2.347, -0.110, 1.641], [-1.041, -0.987, -0.823], [-1.904, -1.909, 0.294], [2.422, -0.532, -1.457], [2.248, 0.419, -0.761], [1.475, 0.389, 0.334], [2.705, 1.412, -0.909], [1.104, 1.252, 0.569]],
  "lowdin_charge": [-0.40, 0.12, 0.00, 0.13, 0.10, 0.09, 0.08, -0.40, 0.05, 0.14, 0.09],
  "lumo_ev": 0.826,
  "smiles": "NC=O.O=CO"
}

***

*c*
{
  "formula": "C2H5NO3",
  "method": "ωB97M-V with the def2-TZVPD basis set",
  "symbols": ["C", "C", "N", "O", "O", "O", "H", "H", "H", "H", "H"],
  "xyz": [[-0.132, -0.192, 0.552], [0.781, 1.031, 1.242], [-0.044, 0.734, -0.564], [0.635, -1.317, 0.464], [-1.548, -0.744, 0.650], [0.353, 1.934, 1.867], [1.729, 0.732, 0.862], [-1.008, 1.037, -0.872], [0.197, 0.270, -1.487], [-2.080, -0.306, 1.436], [0.688, -1.567, -0.485]],
  "lowdin_charge": [-0.55, -0.21, 0.06, 0.03, -0.05, 0.08, 0.12, 0.13, 0.12, 0.15, 0.12],
  "lumo_ev": 0.488,
  "smiles": "NC(O)(O)C=O"
}

***

*d*
{
  "formula": "C2H5NO3",
  "method": "ωB97M-V with the def2-TZVPD basis set",
  "symbols": ["C", "C", "N", "O", "O", "O", "H", "H", "H", "H", "H"],
  "xyz": [[0.697, -0.300, -0.737], [-0.199, -0.846, 0.405], [1.543, 0.681, -0.535], [0.460, -0.731, -1.838], [-1.192, 0.559, 0.793], [-1.104, -1.801, 0.010], [0.201, -1.152, 1.261], [1.819, 0.932, 0.375], [1.864, 1.174, -1.390], [-2.006, 0.215, 0.855], [-0.978, -1.767, -0.905]],
  "lowdin_charge": [-0.51, -0.13, 0.20, 0.08, -0.06, 0.06, 0.09, 0.10, 0.15, -0.04, 0.05],
  "lumo_ev": 0.753,
  "smiles": "NC(=O)C(O)O"
}

***

Q: Which of them is the most stable? A: *b*.